(1)
A 11-piece molecular cluster, C22H44Br22 overall. Source: OMol25; level of theory: ωB97M-V/def2-TZVPD.

XYZ file:
```
88
C22H44Br22, DFT ωB97M-V/def2-TZVPD
C -6.96406 5.14325 -0.35759
C 2.95161 -4.92521 5.92680
H 3.77929 -4.52290 -3.08440
H 3.29952 -7.03497 6.59285
Br -6.54629 7.03672 -0.66058
Br 1.40769 -4.37743 7.05783
C -0.21294 9.19545 1.91650
C -8.51970 5.04552 -0.19196
H -3.15525 -3.34755 -5.26035
H -0.75591 -5.86713 2.32013
H -3.91001 -5.54668 -4.10988
Br 0.29437 10.32840 0.36643
H 0.14563 7.27635 0.89692
H -1.58700 -6.56976 3.64357
H -1.45170 7.90862 0.65445
H -9.01414 5.57343 -1.00738
Br -2.42629 1.28440 -0.40627
Br 5.45088 -6.40349 5.73447
H -8.77537 5.63995 0.68519
H 2.65724 -5.30226 4.94738
H -0.96837 9.72245 2.49935
H -4.58915 2.90294 -5.17673
H -1.12649 -0.97597 1.65198
Br 1.79300 0.09493 -4.87946
Br 6.28692 -3.04979 -1.92475
Br -1.76254 2.42876 8.93154
H -0.50727 2.67715 6.28519
C 3.83864 -4.33112 -2.01305
Br 8.55223 2.73133 2.52325
C 2.84246 0.84809 -6.43099
H 0.71067 2.25141 9.02457
C -4.87311 2.12866 -5.88944
Br -1.36281 6.65524 2.79123
Br 1.27034 -0.84180 1.84876
H 0.37389 3.98076 6.99037
Br -6.75966 1.50250 -5.71112
H 3.46153 -3.31087 -1.94244
H -0.04045 0.93882 7.89648
C -3.33324 -4.74680 -3.64551
H 7.71432 3.65251 0.23533
C 6.02093 2.72667 1.09636
C 5.14215 -4.47520 -1.25226
Br -3.31431 -6.28431 1.96199
H -1.63291 -8.86063 2.52659
H -4.29152 1.25148 -5.60587
H 3.54336 0.33262 -8.47167
C 0.28853 2.89413 6.99773
H 0.13277 1.26665 -0.08156
C -0.72157 1.01199 0.54561
C -0.45813 -0.52750 0.91695
H -5.04755 1.83868 -8.12527
H 5.67370 3.26480 1.97836
H -0.66183 1.53419 1.50051
Br -2.57965 2.06796 -7.66275
H -4.66910 3.46434 -7.68648
C 7.51187 2.73311 0.78471
C -0.64643 7.84326 1.38615
H 4.07317 -5.92877 7.69208
C 2.97678 -0.06572 -7.63000
C -4.51122 2.42949 -7.38272
C -1.46477 -6.65839 2.56407
Br -4.54491 -3.45079 -2.75649
Br 2.48833 -5.41078 -1.19429
H -6.51631 4.84207 0.58946
H -2.73058 -5.02251 -2.78012
H 0.67483 9.13067 2.54559
H 3.80214 1.18865 -6.04224
Br -1.53316 -5.30035 -5.67905
H -0.45197 -1.06932 -0.02884
H -1.02617 -7.91285 1.02263
H -6.49394 4.60350 -1.17964
C 0.03585 1.97904 8.21306
C 3.75988 -6.04891 6.65501
H 7.81526 1.84468 0.23086
C -1.03534 -8.05316 2.10351
H 5.06633 -4.31448 -0.17684
Br 0.83592 -8.40221 2.68832
H -1.86922 -3.20230 -4.20442
H 5.67155 -5.37507 -1.56543
H 3.49306 -3.99233 5.76971
H 5.69846 1.79852 1.56821
Br 3.70472 -1.86603 -7.10805
Br -9.20765 3.15343 0.03380
Br 2.05595 2.42381 6.26386
H 2.37250 1.80463 -6.65963
H 1.96979 -0.25974 -7.99936
C -2.52593 -3.96625 -4.62063
Br 4.93787 3.22529 -0.47018
```

Results
SMILES string   BrCCBr.BrCCBr.BrCCBr.BrCCBr.BrCCBr.BrCCBr.BrCCBr.BrCCBr.BrCCBr.BrCCBr.BrCCBr
Electronic energy   -57492.8864 hartree
HOMO-LUMO gap   10.20 eV
E_LUMO   0.01 eV
Energy above the lowest of the compared OMol25 structures with the same formula, charge and spin   393.9 kJ/mol
Highest occupied orbital energy   -10.18 eV
Largest force on an atom   2.72 eV/A
Charge   0


(2)
A 7-piece molecular cluster, C22H44Br2O8 overall. Source: OMol25; level of theory: ωB97M-V/def2-TZVPD.

XYZ file:
```
76
C22H44Br2O8, DFT ωB97M-V/def2-TZVPD
C 2.75326 4.13809 1.26634
O -2.78330 2.03367 -2.59894
H -2.56367 5.87470 1.55536
H 5.41317 -2.49754 -0.68779
H -3.83138 -4.37614 0.02304
H -0.57318 -6.47967 -4.07747
C -3.62796 2.15828 -1.74272
C -0.38050 -0.35755 -1.28000
H 0.94683 2.92174 1.08821
H 3.87597 -3.34549 -0.76205
H 0.27313 -0.09505 -3.33960
H -5.10868 3.46492 -0.80421
O -2.92040 2.69842 2.48503
C -3.10794 0.37252 2.88948
H -3.34177 0.15513 -1.01840
Br -1.68460 -6.16827 1.27196
C -2.23317 1.53639 2.48960
C -4.02361 0.99195 -0.88800
C 1.68503 -4.79727 -2.03920
H 3.78759 -2.41937 1.37832
H 2.95670 4.38948 -0.83893
H 1.11863 0.78310 -0.25954
C 0.36241 -6.40201 -3.52768
C -3.13863 4.98135 1.80235
C 0.45071 -5.04341 -2.86679
H -3.95016 0.71482 3.48979
O 3.36064 4.97474 1.89427
H -3.51217 -0.04837 1.97199
H -0.82767 -3.97294 0.48480
O 4.79070 -0.67065 0.97150
H 1.62037 -3.85366 -1.50385
H -5.04495 0.69824 -1.15511
H -1.53047 -4.89747 -0.85997
H 4.35260 3.65683 -0.05544
O -0.41410 -4.21537 -3.00280
H 2.86246 2.69667 -0.35555
H 0.32741 1.63748 -1.62589
C 0.18033 0.94857 -0.79554
H -3.90488 5.28233 2.51823
H 4.99210 2.32794 2.22886
H -4.78155 3.79652 -2.50185
H 4.01538 -1.83407 -1.61332
H 1.85215 -5.59933 -1.31738
C 4.30307 0.45327 1.52841
H -3.58954 4.25283 -1.30446
C 1.52720 3.46556 1.83125
C 0.14596 -0.87542 -2.59157
H 2.86383 -1.26225 0.44214
O -1.09549 1.41021 2.14130
O -1.14114 -1.01113 -0.59998
C -2.20248 3.92716 2.35224
C 3.26399 3.66787 -0.07602
O 3.13710 0.73988 1.52104
H 2.53692 -4.81741 -2.72545
C 3.85908 -1.68676 0.57259
H 1.89929 2.71717 2.53365
H 6.20603 1.36999 1.35205
C 4.33471 -2.35242 -0.71145
H -2.91769 -2.87975 -0.31125
H -0.51555 1.37521 -0.07347
Br -3.26338 -3.14915 2.10481
C -1.68153 -4.55798 0.15821
C -4.32332 3.49002 -1.56069
H 0.35666 -7.14964 -2.73079
H -4.06146 1.19124 0.18634
H -0.45070 -1.70347 -2.96025
H 1.15286 -1.25803 -2.37211
C -2.96444 -3.78212 0.29331
C 5.39172 1.32905 2.07753
H -3.65450 4.61641 0.91564
H 0.89455 4.17770 2.35551
H -1.88726 4.19687 3.36455
H -2.50510 -0.32462 3.45845
H -1.30065 3.88328 1.74668
H 1.18555 -6.56623 -4.22103
H 5.80293 0.95238 3.01167
```

Results
SMILES string   CCOC(C)=O.CCOC(C)=O.CC(C)=O.CC(C)=O.CC(C)=O.CC(C)=O.BrCCBr
Electronic energy   -6614.6300 hartree
HOMO-LUMO gap   9.80 eV
E_LUMO   0.51 eV
Energy above the lowest of the compared OMol25 structures with the same formula, charge and spin   0.0 kJ/mol
Highest occupied orbital energy   -9.29 eV
Largest force on an atom   0.93 eV/A
Charge   0


(3)
A 11-piece molecular cluster, C22H44Cl22 overall. Source: OMol25; level of theory: ωB97M-V/def2-TZVPD.

XYZ file:
```
88
C22H44Cl22, DFT ωB97M-V/def2-TZVPD
Cl -14.33165 -0.30587 21.69674
Cl -21.55340 -1.20178 24.66894
H -20.98258 1.83906 27.87793
H -17.02568 -1.93973 21.46278
C -23.25050 -1.00956 24.21526
C -20.42946 -4.28458 21.96775
H -23.85784 -1.60022 24.90108
C -21.03246 3.47751 24.07042
Cl -22.57181 2.86304 24.75905
H -18.49399 -2.97696 28.42750
C -23.49358 -1.43390 22.75246
H -14.55765 -1.99451 29.32389
H -12.28318 1.64850 22.49463
Cl -12.73274 1.18433 29.02285
Cl -18.37135 -3.09198 19.20708
H -18.15344 -0.67689 19.03923
C -19.15218 -4.73215 22.69945
H -14.94587 0.28387 28.69694
H -23.30207 -0.04595 27.09292
C -13.18163 1.72565 23.10696
C -16.48803 4.32812 25.01287
C -16.67899 -0.76055 24.94980
C -13.69810 -1.32665 29.38072
H -23.40156 1.61375 27.21862
Cl -16.70483 -3.61926 26.99645
H -14.46910 0.53875 30.36666
Cl -19.10984 -0.69462 21.60769
H -16.70213 -1.84849 24.88699
H -21.17506 -4.26204 22.76252
C -16.25270 5.29042 26.18381
H -14.50722 2.05849 21.49400
H -16.41859 4.82400 27.15491
Cl -12.39076 -5.76733 23.67065
H -23.15579 -2.47022 22.74650
H -18.32289 -4.76554 21.99287
H -20.32689 -3.31870 21.47312
H -20.51617 3.76799 24.98539
H -19.30288 -5.71254 23.15135
Cl -20.58924 -0.40098 28.50650
H -18.90957 -4.31093 27.31354
Cl -19.45149 -5.44426 29.79906
H -18.15596 -0.77016 26.57261
H -15.33803 -6.03204 23.15077
C -13.90405 -5.87713 24.68284
H -15.66367 3.61840 25.08237
H -15.97677 -5.37645 24.70351
Cl -15.18221 -0.30803 25.80235
Cl -20.90777 -5.55216 20.80558
Cl -16.38970 5.28061 23.48721
H -14.07100 -6.91382 24.97521
C -21.37947 0.88148 27.54087
Cl -22.66651 -0.43274 21.60276
Cl -14.52576 5.78583 26.16874
H -21.15292 4.29769 23.36268
H -13.07857 1.15363 24.02906
Cl -18.86507 2.72452 22.62851
Cl -17.88690 1.44987 26.13934
H -18.88321 -0.38940 25.04065
Cl -12.63211 -1.81139 28.00390
C -17.58008 -1.48127 19.50004
C -14.11620 0.18702 29.39720
H -16.92070 -0.18293 20.95753
H -15.31225 1.39789 22.93078
Cl -23.37404 0.67038 29.36626
C -20.36620 2.25054 23.40603
C -17.96920 -0.26990 25.62237
C -22.88839 0.77174 27.68314
C -15.14424 -5.37674 23.99996
Cl -18.67782 -3.51399 23.94140
H -16.94423 6.13136 26.23566
H -16.64137 -1.45505 18.94667
H -16.69850 -0.33097 23.94821
H -24.55191 -1.46671 22.49366
H -17.42230 3.77766 25.12355
C -14.41057 1.35379 22.31993
H -17.18596 -4.59336 29.76579
C -17.89970 -4.92756 29.01281
C -18.13711 -3.89480 27.96026
Cl -13.30113 3.40349 23.69971
H -23.54998 0.03500 24.30075
H -20.04097 1.56501 24.18858
Cl -14.92039 -3.67838 23.44426
H -13.12393 -1.66756 30.24224
H -20.97445 1.64734 22.73203
H -17.50335 -5.88756 28.68205
H -13.59416 -5.34204 25.58047
H -21.13537 0.67743 26.49834
C -17.49638 -1.10831 20.93810
```

Results
Electronic energy   -10988.8990 hartree
HOMO-LUMO gap (alpha / beta)   1.58 / 10.34 eV
E_LUMO (alpha / beta)   1.90 / 1.86 eV
Energy above the lowest of the compared OMol25 structures with the same formula, charge and spin   1.9 kJ/mol
Multiplicity   2
Highest occupied orbital energy (alpha / beta)   0.31 / -8.48 eV
Largest force on an atom   2.22 eV/A
Charge   -1